Density functional theory data (ωB97M-V/def2-TZVPD) for C4H5IrLiO6 as an isolated structure at a distorted geometry.

CARTESIAN COORDINATES (ANGSTROEM)
1 O -0.570007 -1.683228 0.164030
2 C -1.725100 -0.951221 -0.207512
3 C -1.768137 0.422573 0.465403
4 O -0.500686 1.032801 0.664838
5 C 0.307567 1.307185 -0.407478
6 O 0.134934 0.689278 -1.486985
7 O 1.028215 2.373358 -0.287241
8 H -0.694034 -2.241500 0.933814
9 H -2.639162 -1.495994 0.070941
10 H -1.679864 -0.865069 -1.297221
11 H -2.175156 0.327866 1.479941
12 H -2.425016 1.084234 -0.118728
13 O 3.560744 0.625311 0.824315
14 C 2.613208 -0.089370 0.275207
15 O 2.727647 -1.337600 0.259663
16 Li 1.022675 -1.083329 -0.813550
17 Ir 2.782176 1.884703 -0.519435

Cartesian forces (eV/Å) of the 2 atoms listed first:
0.73 -0.06 -0.27
-0.59 -0.02 -0.16

Computed properties:
relative energy (zero: lowest compared OMol25 entry of this formula, charge and spin)	0.0	kJ/mol
net charge	+1
gap between HOMO and LUMO (alpha / beta)	7.8 / 7.5	eV
spin multiplicity	5
HOMO (alpha / beta)	-0.485 / -0.541	Eh

Charges computed using Löwdin, reported in e: O -0.105; C -0.202; C -0.111; O 0.033; C -0.716; O 0.014; O -0.158; H 0.123; H 0.145; H 0.122; H 0.147; H 0.154; O -0.132; C -0.608; O -0.010; Li 0.731; Ir 1.573



Density functional theory data (ωB97M-V/def2-TZVPD) for a 2-piece molecular cluster, C8H8NO4S overall at a distorted geometry.

CARTESIAN COORDINATES (ANGSTROEM)
1 O -1.455898 -2.985085 0.641526
2 C -0.411914 -2.334459 0.855049
3 N 0.683621 -2.976998 1.636241
4 C 1.928907 -2.230278 1.378363
5 O 3.123765 -2.569892 1.489825
6 C 1.545660 -0.786772 0.823547
7 C 2.367700 0.508437 0.627994
8 S 4.152538 0.535458 1.101827
9 C 1.602740 1.728942 -0.004139
10 C 0.083059 1.652222 -0.405258
11 C -0.720305 0.321824 -0.165620
12 O -2.099740 0.190937 -0.528850
13 C 0.039552 -0.866597 0.456027
14 H 0.785869 -3.972435 1.360243
15 H 4.109547 0.875386 2.463898
16 H 2.188805 2.703944 -0.187622
17 H -0.424412 2.563896 -0.893879
18 H -2.614596 0.575494 0.216681
19 O -3.910841 1.684729 -2.796582
20 H -3.279492 1.754157 -3.549020
21 H -4.113204 2.568466 -2.414019
22 H -3.581360 1.058624 -2.106230

Cartesian forces (eV/Å) of the 2 atoms listed first:
3.35 2.85 0.37
-1.58 -1.62 0.20

Computed properties:
net charge	+1
gap between HOMO and LUMO	6.5	eV
HOMO	-0.433	Eh

Charges computed using Löwdin, reported in e: O 0.070; C -0.310; N 0.144; C -0.328; O 0.067; C -0.025; C -0.473; S 0.726; C -0.024; C 0.012; C -0.178; O -0.053; C 0.037; H 0.162; H -0.087; H 0.109; H 0.095; H 0.123; O 0.346; H 0.211; H 0.207; H 0.170



Density functional theory data (ωB97M-V/def2-TZVPD) for C8H16ClIN2OPPd as an isolated structure at a distorted geometry.

CARTESIAN COORDINATES (ANGSTROEM)
1 C -2.660172 0.696349 0.276105
2 I -4.274967 -0.968335 -0.694261
3 H -2.095885 1.487947 -0.243273
4 H -2.867206 1.018657 1.313338
5 H -3.673625 0.709125 -0.177304
6 Pd 0.651217 -0.437936 0.185428
7 P -0.005972 0.547089 -1.808998
8 C -1.542411 0.516535 -2.861594
9 C 0.541079 2.284753 -2.044484
10 H 2.200086 -0.322470 -2.190812
11 H 1.342745 -0.063224 -3.773438
12 H 0.931405 -1.456073 -2.692894
13 C 1.241088 -0.416918 -2.721342
14 H 1.554554 2.415955 -1.649874
15 H 0.515724 2.577220 -3.114991
16 H -1.295187 0.921842 -3.838355
17 H -2.345274 1.114242 -2.430704
18 H -0.110985 2.975275 -1.481665
19 H -1.948278 -0.473772 -2.974759
20 C -1.489182 -0.576596 0.622913
21 O -1.906748 -1.313816 1.460418
22 Cl 2.468423 1.011199 0.265253
23 N 1.957546 -0.316749 2.854886
24 C 2.321837 -0.926673 4.005966
25 C 1.585787 -2.100797 4.080954
26 C 0.781571 -2.144981 2.929758
27 N 1.056855 -1.062950 2.165104
28 H 2.339113 0.490815 2.383400
29 H 2.993000 -0.438584 4.702135
30 H 1.720038 -2.890903 4.807271
31 H 0.013826 -2.856224 2.645823

Cartesian forces (eV/Å) of the 2 atoms listed first:
3.88 1.68 1.77
-2.59 -3.57 -1.51

Computed properties:
relative energy (zero: lowest compared OMol25 entry of this formula, charge and spin)	105.8	kJ/mol
net charge	+3
gap between HOMO and LUMO (alpha / beta)	8.5 / 5.0	eV
spin multiplicity	5
HOMO (alpha / beta)	-0.731 / -0.727	Eh

Charges computed using Löwdin, reported in e: C -0.263; I 1.379; H 0.063; H 0.113; H -0.162; Pd 0.574; P 0.765; C -0.201; C -0.241; H 0.026; H 0.097; H 0.051; C -0.252; H 0.003; H 0.092; H 0.083; H 0.034; H 0.067; H 0.033; C -0.337; O 0.033; Cl 0.216; N 0.054; C 0.125; C 0.150; C 0.006; N -0.043; H 0.040; H 0.182; H 0.167; H 0.146



It is found that the molar mass values, taken in the order of the records, are 348.24 214.22 455.98 g/mol.